No. 1
DFT (ωB97M-V/def2-TZVPD) results for a 2-piece molecular cluster, C4H13NO3 overall in a non-equilibrium geometry.

Geometry as XYZ:
```
21
Properties=species:S:1:pos:R:3:lowdin_charge:R:1
C 0.247 -1.691 -1.624 -0.152
N -0.369 -0.571 -1.022 -0.132
C -0.191 -0.063 0.395 -0.343
C -0.671 1.304 0.551 -0.204
O 0.308 1.922 1.424 -0.061
C -0.883 -1.048 1.341 -0.263
O -0.701 -0.773 2.702 -0.085
H 0.154 -1.418 -2.695 0.092
H -0.255 -2.577 -1.426 0.050
H 1.329 -1.612 -1.428 0.096
H -1.410 -0.696 -1.247 0.147
H 0.985 -0.103 0.728 0.204
H -1.628 1.482 1.148 0.149
H -0.747 1.977 -0.447 0.166
H 1.082 2.143 1.065 -0.001
H -0.560 -2.158 1.343 0.146
H -2.017 -1.048 1.214 0.134
H -0.296 0.095 2.891 0.088
O 2.041 1.708 -1.964 -0.044
H 2.330 1.974 -1.112 0.001
H 1.253 1.152 -1.835 0.012
```

Calculated values
Relative energy (zero: lowest compared OMol25 entry of this formula, charge and spin), kJ/mol: 354.8
Spin multiplicity: 1
HOMO level, hartree: -0.332
Frontier orbital gap, eV: 9.68
Total energy, hartree: -440.580058
SMILES: CNC(CO)CO.O

---

No. 2
DFT (ωB97M-V/def2-TZVPD) results for a 3-piece molecular cluster, C4H13NO5 overall in a non-equilibrium geometry.

Geometry as XYZ:
```
23
Properties=species:S:1:pos:R:3:lowdin_charge:R:1
N -0.139 1.157 1.628 0.094
C -0.101 0.029 0.697 -0.393
C -1.128 -0.978 1.234 -0.248
O -0.513 -1.645 2.291 -0.101
C 1.307 -0.467 0.533 -0.105
C 2.184 0.532 -0.061 -0.521
O 3.396 0.757 0.137 0.065
O 1.559 1.165 -1.059 0.066
H -0.546 2.015 1.481 0.052
H 0.726 1.300 2.128 0.082
H -0.356 0.193 -0.378 0.110
H -2.121 -0.570 1.554 0.129
H -1.476 -1.715 0.486 0.119
H -0.182 -1.123 3.080 0.127
H 1.659 -0.818 1.580 0.154
H 1.502 -1.497 0.026 0.178
H 2.109 1.757 -1.662 0.174
O -0.307 -0.658 -2.867 -0.023
H -0.043 -1.296 -2.166 0.063
H 0.320 -0.035 -3.068 -0.020
O -2.717 0.872 -1.548 -0.115
H -2.092 1.078 -2.319 0.058
H -3.040 -0.054 -1.726 0.056
```

Calculated values
Relative energy (zero: lowest compared OMol25 entry of this formula, charge and spin), kJ/mol: 240.8
Spin multiplicity: 1
HOMO level, hartree: -0.342
Frontier orbital gap, eV: 9.50
Total energy, hartree: -591.118945
SMILES: N[C@H](CO)CC(=O)O.O.O

---

No. 3
DFT (ωB97M-V/def2-TZVPD) results for a 3-piece molecular cluster, C4H13NO5 overall in a non-equilibrium geometry.

Geometry as XYZ:
```
23
Properties=species:S:1:pos:R:3:lowdin_charge:R:1
O -2.675 1.236 1.204 -0.030
C -1.561 0.839 1.593 -0.312
N -1.238 -0.387 1.113 0.018
C -0.040 -1.219 1.160 -0.180
C 0.137 -1.651 -0.462 -0.178
O 1.470 -1.628 -0.863 -0.074
C 1.182 -0.274 1.440 -0.174
O 0.918 0.999 0.853 -0.115
H -1.024 1.431 2.316 0.133
H -1.965 -0.801 0.541 0.140
H -0.060 -2.097 1.788 0.128
H -0.255 -2.648 -0.722 0.123
H -0.463 -0.826 -0.926 0.093
H 1.512 -0.911 -1.512 0.087
H 1.225 0.029 2.448 0.106
H 2.068 -0.696 0.939 0.120
H 0.861 0.872 -0.114 0.035
O 1.548 1.739 -1.611 -0.044
H 0.968 2.435 -1.284 0.066
H 2.392 1.792 -1.135 0.074
O -1.862 0.622 -2.566 -0.049
H -2.232 0.591 -1.676 0.024
H -0.904 0.550 -2.522 0.010
```

Calculated values
Relative energy (zero: lowest compared OMol25 entry of this formula, charge and spin), kJ/mol: 274.2
Spin multiplicity: 1
HOMO level, hartree: -0.349
Frontier orbital gap, eV: 9.70
Total energy, hartree: -591.106227
SMILES: O=CNC(CO)CO.O.O